Record 1
A cluster of 14 separate species, C56H112O42 in total. Source: the OMol25 dataset; level of theory: ωB97M-V with the def2-TZVPD basis set.

Output
E = -5361.13381 hartree
LUMO level = 0.55 eV
Highest occupied orbital energy = -10.48 eV

Last column: Mulliken charge in e.
Cartesian coordinates (Å):
C1 1.99303 -3.63993 4.46493  0.20
C2 1.53211 -4.91806 3.91016  -0.82
O1 0.29148 -4.71752 3.19087  -0.23
C3 0.44993 -4.51616 1.89905  1.17
O2 1.46389 -4.56775 1.19859  -0.78
O3 -0.77019 -4.22937 1.40227  -0.11
C4 -0.87636 -3.98879 0.01262  -0.96
H1 2.15300 -2.93074 3.64957  -0.55
H2 2.87204 -3.79085 5.11309  0.48
H3 1.09628 -3.34573 5.06415  0.13
H4 1.33799 -5.66808 4.68682  0.43
H5 2.29228 -5.34126 3.25534  0.38
H6 0.03121 -3.65953 -0.44840  0.32
H7 -1.71702 -3.30465 -0.18015  0.08
H8 -1.19576 -4.90745 -0.48391  0.39
C5 -5.06337 -5.33181 3.81333  -1.34
C6 -3.61376 -5.17461 3.31178  0.25
O4 -2.75821 -4.64635 4.32608  -0.31
C7 -2.65086 -3.30933 4.36803  0.49
O5 -3.20542 -2.48204 3.62904  -0.17
O6 -1.77540 -2.97101 5.30822  -0.39
C8 -1.51680 -1.60216 5.42533  -0.34
H9 -5.14741 -6.26235 4.38893  0.36
H10 -5.77059 -5.39514 3.00036  0.39
H11 -5.36091 -4.50679 4.46301  0.32
H12 -3.70068 -4.49589 2.45632  -0.14
H13 -3.13446 -6.10683 2.89930  0.36
H14 -1.21661 -1.08741 4.53059  -0.01
H15 -0.74010 -1.50309 6.15073  0.13
H16 -2.39096 -1.02233 5.75907  0.42
C9 -3.91527 -1.37193 -0.05820  -0.12
C10 -4.23181 -1.85257 -1.44304  0.10
O7 -5.70274 -1.76451 -1.49357  -0.11
C11 -6.30381 -1.56485 -2.67471  0.58
O8 -5.85140 -1.28298 -3.74118  -0.60
O9 -7.59681 -1.60535 -2.41240  -0.26
C12 -8.55814 -1.36999 -3.44604  -0.71
H17 -4.36014 -0.34748 0.11607  0.15
H18 -2.87564 -1.15397 0.08185  -0.23
H19 -4.35035 -2.04312 0.70813  0.43
H20 -3.99440 -2.91763 -1.59116  0.27
H21 -3.76795 -1.29992 -2.24579  -0.27
H22 -8.34953 -1.97264 -4.31433  0.32
H23 -8.45332 -0.29512 -3.77204  0.29
H24 -9.52839 -1.63084 -2.98750  0.21
C13 6.00068 8.13451 4.26423  -1.20
C14 5.57269 7.76232 2.87620  -0.22
O10 5.70813 6.34686 2.67890  -0.35
C15 4.79641 5.75240 1.92964  0.80
O11 3.85598 6.27606 1.35241  -0.63
O12 5.05220 4.45706 1.91511  -0.47
C16 4.24974 3.76540 0.97378  1.29
H25 5.39613 7.64218 5.03210  0.33
H26 5.81142 9.18661 4.35880  0.40
H27 7.03997 7.87035 4.39361  0.28
H28 6.28422 8.24420 2.19935  0.24
H29 4.58723 8.07633 2.63618  0.37
H30 4.35903 2.71458 1.08591  -0.64
H31 4.47107 3.96843 -0.07315  0.13
H32 3.24030 4.11167 1.16394  -0.12
C17 -3.89831 0.02005 -6.68867  -1.55
C18 -3.00162 0.03904 -5.43121  0.66
O13 -1.60925 0.37267 -5.64275  -0.14
C19 -0.90811 -0.62593 -6.19812  0.71
O14 -1.33955 -1.63637 -6.72119  -0.69
O15 0.39755 -0.26611 -6.14617  -0.23
C20 1.34015 -1.14249 -6.78866  -0.64
H33 -3.60533 -0.80371 -7.37439  0.34
H34 -3.83163 1.00788 -7.13020  0.39
H35 -4.95098 -0.08663 -6.42332  0.29
H36 -2.95645 -0.93654 -4.90599  0.12
H37 -3.32072 0.81169 -4.76939  -0.04
H38 1.54721 -2.03209 -6.20221  0.15
H39 2.19203 -0.48910 -6.91999  0.30
H40 1.10486 -1.51679 -7.79418  0.30
C21 4.64256 0.13533 1.49464  -0.33
C22 4.00109 -0.32764 2.79131  -0.24
O16 3.25226 0.82565 3.37006  -0.03
C23 2.47623 0.63930 4.45755  0.38
O17 1.63671 1.42833 4.79378  -0.57
O18 2.88119 -0.47424 5.17304  -0.09
C24 2.46795 -0.51733 6.50973  -0.79
H41 5.15606 -0.66690 0.96655  0.81
H42 5.30849 0.97097 1.70033  0.32
H43 3.76646 0.48412 0.92855  -0.72
H44 4.66072 -0.77215 3.52450  0.98
H45 3.30342 -1.10357 2.53156  -0.55
H46 2.81632 -1.54679 6.81981  0.17
H47 1.38832 -0.31448 6.54187  0.23
H48 3.05187 0.28949 6.95381  0.35
C25 -2.47579 5.12802 -0.44637  -1.48
C26 -1.55462 4.74088 -1.55124  0.39
O19 -2.11956 3.76293 -2.47934  0.30
C27 -3.06446 4.27030 -3.27291  0.29
O20 -3.43792 5.39389 -3.45183  -0.59
O21 -3.71912 3.19564 -3.83527  0.08
C28 -4.82540 3.42218 -4.66416  -0.92
H49 -1.95496 5.83679 0.19212  0.35
H50 -2.68000 4.21994 0.11436  0.22
H51 -3.38798 5.49179 -0.91241  0.49
H52 -0.67470 4.22826 -1.11287  -0.61
H53 -1.25042 5.64979 -2.06503  0.57
H54 -4.42143 3.64879 -5.65256  0.31
H55 -5.47753 4.21326 -4.31660  0.41
H56 -5.43336 2.49576 -4.66948  0.13
C29 6.04418 -0.28878 -2.35004  -1.20
C30 5.29882 0.84907 -1.70320  0.80
O22 6.09878 1.58963 -0.79779  -0.06
C31 6.78022 2.59045 -1.28690  0.85
O23 6.65243 3.08943 -2.40749  -0.67
O24 7.69832 2.93342 -0.40829  -0.36
C32 8.39560 4.13621 -0.59398  -0.70
H57 6.75990 0.19771 -3.05533  0.43
H58 5.29431 -0.80246 -2.95374  0.16
H59 6.48847 -0.91164 -1.59536  0.24
H60 4.52062 0.43059 -1.07245  -0.82
H61 4.92006 1.50799 -2.46357  0.64
H62 8.64170 4.09788 -1.68743  0.35
H63 9.36470 4.07245 -0.06927  0.26
H64 7.94158 5.10987 -0.32150  0.21
C33 0.09419 3.09992 -4.57065  -0.53
C34 1.49817 3.20055 -4.05464  -0.87
O25 1.59864 3.65980 -2.71362  0.23
C35 1.45162 4.97395 -2.41727  0.24
O26 1.24525 5.84466 -3.25305  -0.68
O27 1.54154 5.18888 -1.12403  0.29
C36 1.32802 6.57029 -0.76141  -0.79
H65 -0.52439 2.39179 -3.98689  -0.03
H66 0.01135 2.73920 -5.60859  0.49
H67 -0.33718 4.10755 -4.58632  0.33
H68 2.02760 3.80673 -4.78504  0.46
H69 2.05512 2.26269 -4.00411  0.25
H70 0.28194 6.84575 -0.87379  0.29
H71 1.99262 7.19770 -1.37573  0.31
H72 1.59167 6.54183 0.26536  0.22
C37 0.88019 2.98205 1.66037  -1.09
C38 -0.64124 2.82373 1.21327  0.71
O28 -1.20978 1.85818 2.10113  -0.40
C39 -2.49277 1.62007 2.00571  0.85
O29 -3.26689 1.97954 1.11539  -0.74
O30 -2.83815 0.85977 3.05507  -0.18
C40 -4.22864 0.52140 3.15368  -0.47
H73 1.27199 3.92502 1.25554  -0.07
H74 1.51088 2.13999 1.43805  0.03
H75 0.87093 3.07375 2.73444  0.41
H76 -0.80660 2.45619 0.18229  -0.80
H77 -1.10135 3.80059 1.42831  0.76
H78 -4.56184 0.02126 2.24436  0.05
H79 -4.78321 1.39749 3.42030  0.43
H80 -4.30048 -0.19661 3.97404  0.13
C41 4.83649 -3.80459 0.12264  -1.03
C42 4.82166 -3.53029 1.65524  1.79
O31 6.00674 -4.14738 2.25343  -0.50
C43 6.57620 -3.56018 3.33247  0.72
O32 6.21870 -2.44783 3.78441  -0.60
O33 7.56803 -4.29916 3.74160  -0.37
C44 8.26919 -3.77574 4.89097  -0.63
H81 5.71610 -3.40733 -0.39682  0.36
H82 3.85082 -3.50305 -0.29253  -0.07
H83 4.89392 -4.91376 0.03319  0.44
H84 3.95131 -4.00263 2.12282  -0.45
H85 4.75001 -2.46547 1.77750  -0.74
H86 7.75235 -4.15657 5.79754  0.26
H87 8.26109 -2.67913 4.79655  0.33
H88 9.26866 -4.24622 4.91422  0.23
C45 2.83411 -2.21407 -3.26815  0.09
C46 2.53865 -3.65830 -3.26640  -0.70
O34 1.70136 -4.07144 -4.37036  -0.35
C47 0.43330 -4.27334 -4.08560  0.83
O35 -0.07304 -4.28977 -2.96621  -0.56
O36 -0.28739 -4.20937 -5.20222  -0.31
C48 -1.69713 -4.32116 -5.05731  -0.50
H89 3.42794 -2.00893 -2.36490  0.00
H90 1.96902 -1.55582 -3.30583  -0.22
H91 3.43352 -2.03855 -4.12489  0.47
H92 2.15745 -3.84023 -2.26544  0.27
H93 3.44014 -4.16733 -3.39602  0.32
H94 -1.90064 -4.37464 -4.01331  0.21
H95 -2.12357 -5.30482 -5.33666  0.26
H96 -2.02434 -3.49239 -5.63437  0.18
C49 -7.62530 0.14251 0.44510  -1.35
C50 -7.50312 -1.26674 1.02738  0.58
O37 -8.73164 -1.52332 1.65963  -0.34
C51 -8.82181 -2.49971 2.52856  0.72
O38 -7.90552 -3.24246 2.91277  -0.58
O39 -10.08306 -2.64716 2.94310  -0.37
C52 -10.26757 -3.63224 3.95791  -0.66
H97 -8.59158 0.14417 -0.03888  0.39
H98 -6.87098 0.30526 -0.29710  0.20
H99 -7.60700 0.92798 1.16195  0.40
H100 -6.67789 -1.33939 1.74812  0.08
H101 -7.34822 -2.05043 0.26412  0.17
H102 -10.51656 -4.57107 3.49439  0.28
H103 -11.14235 -3.32512 4.53975  0.23
H104 -9.36985 -3.76091 4.55635  0.33
C53 -1.66062 0.57472 -2.14840  0.51
C54 -0.20160 0.81135 -1.78435  0.27
O40 0.00819 0.10673 -0.53962  0.12
C55 1.32564 -0.03674 -0.24909  -0.22
O41 2.25091 0.40186 -0.93435  -0.36
O42 1.54381 -0.66543 0.90565  0.90
C56 0.39055 -0.98607 1.68059  1.01
H105 -2.32102 1.00737 -1.42692  0.08
H106 -1.84978 -0.47348 -2.32243  0.30
H107 -1.88539 1.05780 -3.10881  -1.38
H108 -0.02704 1.85883 -1.61606  -0.80
H109 0.47213 0.46838 -2.57880  0.65
H110 -0.11742 -1.80545 1.16831  -0.02
H111 -0.25142 -0.12227 1.75360  -0.39
H112 0.76982 -1.27196 2.68080  -0.68

---

Record 2
A structure of composition C6H10O. Source: the OMol25 dataset; level of theory: ωB97M-V with the def2-TZVPD basis set.

Output
E = -309.64674 hartree
LUMO level (spin up / spin down) = 0.34 / 0.88 eV
Highest occupied orbital energy (spin up / spin down) = -6.75 / -8.32 eV

Last column: Mulliken charge in e.
Cartesian coordinates (Å):
C1 1.17706 0.18209 -1.13025  -0.58
C2 1.01757 1.06317 -0.12359  -0.65
C3 -0.21009 -0.42628 -0.97998  0.35
C4 -0.23084 0.50725 0.30510  0.30
C5 -1.19990 -0.29382 -2.13752  -1.39
C6 0.69014 -0.64127 2.63883  -0.95
O1 -1.42572 0.87829 0.79906  -0.48
H1 2.03145 0.15346 -1.86625  0.34
H2 1.59144 1.91249 0.27159  0.40
H3 -0.15879 -1.53051 -0.62214  0.29
H4 -1.00597 -1.17519 -2.67377  0.40
H5 -1.00136 0.48338 -2.78448  0.40
H6 -2.21798 -0.24819 -1.77049  0.31
H7 0.17709 -0.34446 3.53204  0.33
H8 1.70986 -0.31337 2.53085  0.29
H9 0.40863 -1.65484 2.46104  0.27
H10 -1.35259 1.44779 1.54995  0.37

---

Record 3
A cluster of 2 separate species, C10H16O in total. Source: the OMol25 dataset; level of theory: ωB97M-V with the def2-TZVPD basis set.

Output
E = -465.78797 hartree
LUMO level = 0.85 eV
Highest occupied orbital energy = -8.17 eV
SMILES = CCc1ccc(O)cc1.CC

Last column: Mulliken charge in e.
Cartesian coordinates (Å):
C1 -3.02495 -0.62510 -0.43107  -1.18
C2 -1.65157 -0.35051 -1.04155  -0.65
C3 -0.79095 -0.08600 0.15252  0.13
C4 -0.66416 1.25750 0.63548  -0.04
C5 -0.13391 1.49065 1.91901  -0.82
C6 0.62582 0.37139 2.48466  0.94
O1 1.51418 0.80748 3.47349  -0.52
C7 0.70218 -0.92288 1.91581  -0.86
C8 -0.12327 -1.14208 0.78655  -0.32
H1 -3.27859 0.22699 0.32886  0.29
H2 -3.14178 -1.56340 0.08245  0.35
H3 -3.93044 -0.35361 -1.05512  0.35
H4 -1.51402 -1.33774 -1.69289  0.23
H5 -1.53467 0.55273 -1.67651  0.38
H6 -1.17299 2.00859 -0.08107  0.26
H7 -0.22323 2.44447 2.35092  0.34
H8 1.20048 1.69702 3.73085  0.29
H9 1.30444 -1.75206 2.23166  0.45
H10 -0.22687 -2.16012 0.34631  0.37
C9 2.07116 -0.78396 -2.06245  -0.76
C10 1.90682 0.71316 -1.54261  -0.51
H11 1.23428 -0.87615 -2.88023  0.19
H12 3.01835 -1.15276 -2.49135  0.37
H13 1.95883 -1.51201 -1.27708  0.17
H14 2.77698 1.30076 -1.98339  0.31
H15 2.19457 0.83335 -0.48145  0.13
H16 0.90328 0.91431 -1.74176  0.12

---

Record 4
The ion C6H16N3O4S2 with charge +1. Source: the OMol25 dataset; level of theory: ωB97M-V with the def2-TZVPD basis set.

Output
Total charge = +1
E = -1499.44458 hartree
LUMO level = -3.27 eV
Highest occupied orbital energy = -12.85 eV
SMILES = CS(=O)(=O)[C@@H](N1CC[NH2+]CC1)S(N)(=O)=O

Last column: Mulliken charge in e.
Cartesian coordinates (Å):
C1 2.68401 -0.83941 1.51849  -0.93
S1 1.82834 -1.75132 0.17074  1.32
O1 1.70925 -3.12476 0.47015  -0.66
O2 2.33992 -1.36377 -1.11949  -0.64
C2 0.16636 -0.98421 0.43731  -1.48
N1 0.13851 0.46511 0.27371  0.24
C3 0.40400 0.63990 -1.19394  -0.44
C4 0.11353 2.10497 -1.50523  -0.87
N2 -1.18422 2.63404 -0.96352  -0.10
C5 -1.27980 2.41906 0.51220  -0.91
C6 -1.08012 0.95991 0.75278  -0.42
S2 -1.06602 -2.03398 -0.49209  1.26
N3 -1.29856 -3.24577 0.48796  -0.37
O3 -2.18074 -1.11185 -0.77949  -0.71
O4 -0.35434 -2.53547 -1.67649  -0.57
H1 2.06457 0.03748 1.76275  0.31
H2 2.50678 -1.41293 2.46509  0.35
H3 3.75339 -0.64330 1.26145  0.37
H4 -0.03457 -1.10848 1.44832  0.95
H5 -0.18660 0.10279 -1.95406  0.37
H6 1.50406 0.46054 -1.33249  0.38
H7 0.96741 2.67176 -0.94371  0.33
H8 -0.03939 2.23185 -2.57501  0.45
H9 -1.27126 3.53624 -1.25294  0.28
H10 -1.97112 2.24612 -1.49539  0.39
H11 -2.19801 2.92565 0.74089  0.48
H12 -0.52793 2.94950 1.20464  0.29
H13 -1.02911 0.56868 1.86210  0.37
H14 -1.80003 0.34992 0.23602  0.46
H15 -2.18320 -3.33088 0.91595  0.25
H16 -0.49509 -3.81739 0.76327  0.28

---

Record 5
A cluster of 2 separate species, C2H5NOSi in total. Source: the OMol25 dataset; level of theory: ωB97M-V with the def2-TZVPD basis set.

Output
E = -498.59239 hartree
LUMO level = 0.08 eV
Highest occupied orbital energy = -7.88 eV

Last column: Mulliken charge in e.
Cartesian coordinates (Å):
C1 -2.16877 0.00295 0.91999  0.19
C2 1.28076 -0.79748 -0.61931  -0.57
N1 -2.48092 1.00768 0.48881  -0.42
O1 0.68968 0.38037 -0.19626  0.05
Si1 0.78065 1.97655 0.06062  -0.22
H1 1.60947 -0.84103 -1.66466  0.26
H2 0.73529 -1.66026 -0.41932  0.23
H3 2.16660 -0.95708 0.04123  0.27
H4 -1.88845 -1.09211 1.18591  0.23
H5 -0.72431 1.98039 0.20297  -0.01

---

Record 6
A cluster of 2 separate species, C3H4NO2 in total. Source: the OMol25 dataset; level of theory: ωB97M-V with the def2-TZVPD basis set.

Output
Total charge = -1
E = -321.88427 hartree
LUMO level = 3.88 eV
Highest occupied orbital energy = -3.11 eV

Last column: Mulliken charge in e.
Cartesian coordinates (Å):
C1 2.49498 0.30988 -0.15765  0.58
C2 1.65335 -0.60550 0.01219  -0.68
C3 0.05037 -0.37541 0.30436  0.02
N1 -0.67121 0.47235 -0.08730  -0.78
O1 -3.18312 0.77149 0.02878  -0.87
O2 3.27654 1.20231 -0.13767  -0.51
H1 -2.03138 0.70060 0.15028  0.51
H2 1.67824 -1.70981 -0.05685  0.23
H3 -0.05226 -1.30850 0.82718  0.25
H4 -3.21550 0.54258 -0.88330  0.24

---

- What is the E in the second record?
  -309.64674 hartree

---

- Which formula does entry 5 have?
  C2H5NOSi